A structure of composition C56H46CoN8O2S2Se at a distorted geometry, computed with ωB97M-V with the def2-TZVPD basis set.

Cartesian coordinates (Å):
Co  -0.580  -0.041  0.487
C  0.603  -8.457  0.242
C  0.772  -6.936  0.297
C  2.049  -6.358  0.163
C  2.140  -4.984  0.090
C  1.021  -4.190  0.178
C  -0.240  -4.725  0.491
C  -0.334  -6.117  0.473
S  1.241  -2.462  -0.058
O  -0.055  -1.950  0.595
C  0.775  -2.389  -1.787
C  -0.617  -2.566  -2.121
C  -1.074  -2.297  -3.383
C  -0.160  -1.887  -4.373
C  -0.655  -1.494  -5.614
C  0.163  -0.959  -6.537
C  1.527  -0.875  -6.270
C  2.025  -1.213  -5.048
C  1.185  -1.664  -4.037
C  1.641  -1.891  -2.727
C  3.007  -1.487  -2.323
C  4.054  -2.424  -2.311
C  3.916  -3.816  -2.630
C  4.915  -4.704  -2.389
C  6.171  -4.263  -1.932
C  6.425  -2.941  -1.727
C  5.393  -1.980  -1.920
C  5.603  -0.631  -1.557
C  4.562  0.260  -1.573
C  3.276  -0.203  -1.861
S  1.760  0.759  -1.706
O  1.328  0.312  -0.309
C  2.488  2.352  -1.540
C  2.790  3.132  -2.667
C  3.457  4.340  -2.471
C  3.808  4.805  -1.201
C  4.699  6.018  -0.979
C  3.439  4.003  -0.111
C  2.844  2.781  -0.263
H  0.644  -8.893  1.254
H  1.386  -8.919  -0.302
H  -0.367  -8.704  -0.179
H  2.902  -6.975  0.084
H  3.097  -4.547  -0.029
H  -1.091  -4.083  0.646
H  -1.276  -6.617  0.705
H  -1.278  -2.876  -1.315
H  -2.150  -2.292  -3.576
H  -1.689  -1.711  -5.847
H  -0.292  -0.633  -7.481
H  2.255  -0.612  -7.063
H  3.066  -1.083  -4.850
H  2.945  -4.192  -2.887
H  4.792  -5.780  -2.534
H  6.981  -4.933  -1.698
H  7.386  -2.597  -1.410
H  6.620  -0.302  -1.287
H  4.738  1.309  -1.366
H  2.555  2.848  -3.698
H  3.686  4.943  -3.347
H  4.701  6.719  -1.778
H  5.727  5.682  -0.940
H  4.458  6.485  -0.025
H  3.691  4.322  0.893
H  2.610  2.149  0.589
C  0.803  -0.903  3.826
H  1.095  -0.021  4.419
H  1.480  -0.998  2.966
H  0.971  -1.840  4.372
C  -4.698  2.025  -0.355
N  -4.635  1.320  0.896
C  -3.991  0.158  1.053
Se  -3.066  -0.900  -0.136
N  -4.271  -0.249  2.305
C  -5.027  0.667  2.998
C  -5.461  0.760  4.308
C  -6.134  1.908  4.733
C  -6.397  2.929  3.796
C  -5.992  2.830  2.486
C  -5.275  1.686  2.088
H  -5.355  1.531  -1.064
H  -3.730  2.145  -0.792
H  -5.026  3.041  -0.209
H  -3.855  -1.066  2.662
H  -5.278  -0.039  5.046
H  -6.459  1.979  5.781
H  -6.881  3.850  4.128
H  -6.262  3.572  1.765
C  -1.543  -0.767  4.573
C  -0.680  -0.805  3.398
N  -0.811  0.345  2.553
C  -1.299  1.449  3.017
C  -2.032  1.556  4.239
C  -2.107  0.368  4.986
C  -2.780  2.704  4.680
C  -3.132  3.927  4.138
C  -2.944  4.678  2.899
C  -2.649  4.156  1.638
C  -2.573  5.046  0.557
N  -2.727  6.338  0.712
C  -3.189  6.739  1.927
N  -3.256  5.993  3.022
H  -1.673  -1.720  5.046
H  -0.852  -1.709  2.804
H  -1.166  2.272  2.324
H  -2.742  0.349  5.871
H  -3.212  2.494  5.665
H  -3.734  4.556  4.806
H  -2.530  3.138  1.436
H  -2.382  4.622  -0.438
H  -3.512  7.794  2.008
N  -0.122  1.684  -4.314
C  -0.637  2.089  -3.363
N  -1.291  2.556  -2.319
C  -1.186  2.215  -1.128
N  -1.254  1.985  0.039

Summary:
Kohn-Sham gap (alpha / beta) ... 7.57 / 6.32 eV
E_tot ... -199472.0834 eV
Total charge ... +1
HOMO (alpha / beta) ... -9.89 / -10.36 eV
2S+1 ... 5
⟨S²⟩ ... 6.07

Atomic partial charges in e from the Mulliken method, atoms 1 to 99: 0.979, -1.571, 0.950, -1.050, -0.395, 0.505, -0.648, -1.011, 0.127, 0.323, 1.040, -1.108, -1.328, 0.907, -0.947, -0.729, -0.985, -0.784, 1.027, -0.388, -0.243, 0.701, -0.677, -0.894, -0.524, -1.105, 0.558, -1.161, -0.944, 0.568, 1.277, -1.200, 0.540, -0.420, -0.872, 0.931, -1.661, -0.876, -0.230, 0.300, 0.414, 0.396, 0.501, 0.772, 0.319, 0.403, 0.818, 0.364, 0.483, 0.384, 0.401, 0.653, 0.603, 0.452, 0.416, 0.468, 0.385, 0.469, 0.493, 0.374, 0.411, 0.309, 0.382, 0.388, 0.458, -1.416, 0.365, 0.188, 0.420, -0.867, 0.408, -0.688, -0.190, 0.364, 0.065, -0.733, -0.667, -0.616, -0.793, 1.162, 0.395, 0.134, 0.300, 0.331, 0.417, 0.409, 0.404, 0.454, -1.401, 1.115, 0.197, -0.714, 0.915, -0.425, -0.830, -0.944, -0.113, 2.474, -0.838